Version P
The ion C4H9N2 with charge +1. Source: OMol25; level of theory: the ωB97M-V functional and the def2-TZVPD basis.

Geometry as XYZ:
```
15
Properties=species:S:1:pos:R:3
H -0.59264 1.81180 -1.29275
H 1.24153 -1.43482 -1.17510
C 1.61988 -0.08093 0.67999
H 1.36508 -0.15882 1.69254
H -1.13246 0.21325 1.22464
H -2.18231 0.62814 0.09801
C -0.26966 1.24030 -0.34967
C 0.79429 -0.83119 -0.42111
N 0.97451 0.58695 -0.44041
H 2.73465 -0.04282 0.63653
H -1.22272 -1.21053 -1.28346
H -0.34131 2.03260 0.34818
N -1.24379 0.19631 0.24772
H -1.01950 -1.83418 0.39497
C -0.72556 -1.11606 -0.36010
```

Output
* net charge: +1
* SMILES: C1[NH2+]CN2C[C@@H]12

Version Q
A cluster of 2 separate species, C4H9N2 in total. Source: OMol25; level of theory: the ωB97M-V functional and the def2-TZVPD basis.

Geometry as XYZ:
```
15
Properties=species:S:1:pos:R:3
C 1.81437 -1.21650 -0.07409
C -0.31526 -1.58784 -1.65986
H -1.02872 -2.30712 -1.26689
H -0.02583 2.01313 0.23570
H 0.35803 -2.12429 -2.27253
H 2.04544 -0.33292 0.56198
H 2.69471 -1.04173 -0.78646
C 0.45010 -1.09270 -0.51350
H -2.25397 2.37970 2.19094
C -0.86752 1.61871 0.97326
N -1.33704 0.47479 0.76576
H -1.29500 3.55953 1.56805
H -0.96931 -0.73683 -1.94463
N -1.44510 2.58482 1.77446
H 2.17511 -2.19073 0.44782
```

Output
* net charge: +1

Relative energies in hartree: version P 0.0000; version Q 0.1609